Record 1
The following is a quantum chemistry calculation of C5H6O2 in the gas phase, from the OMol25 dataset.

The geometry in ORCA input format:
```
! wB97M-V def2-TZVPD RIJCOSX def2/J DEFGRID3
* xyz 0 1
O 0.67 -2.34 0.05
C 0.38 -1.20 -0.20
C -1.06 -0.66 -0.24
C -0.92 0.75 0.37
C 0.58 1.10 0.36
O 1.07 2.06 0.91
C 1.34 -0.03 -0.34
H -1.70 -1.34 0.33
H -1.46 -0.62 -1.26
H -1.24 0.77 1.41
H -1.49 1.52 -0.16
H 2.28 -0.25 0.16
H 1.57 0.24 -1.39
*
```

Frontier orbital gap   10.14 eV
SMILES   O=C1CCC(=O)C1
ΔE to the lowest compared entry with this formula, charge and spin   3.1 kcal/mol
Strongest force on any atom   0.013 Eh/bohr



Record 2
The following is a quantum chemistry calculation of C2H3NO2 in the gas phase at a distorted geometry, from the OMol25 dataset.

The geometry in ORCA input format:
```
! wB97M-V def2-TZVPD RIJCOSX def2/J DEFGRID3
* xyz 0 1
O 1.64 -1.17 -0.14
C 1.42 -0.02 0.07
C 0.00 0.69 -0.03
N -1.24 0.19 -0.07
O -1.54 -1.09 0.06
H 2.29 0.61 0.53
H -0.04 1.69 -0.39
H -2.53 -0.89 -0.03
*
```

Frontier orbital gap   9.70 eV
SMILES   O=C/C=N\O
ΔE to the lowest compared entry with this formula, charge and spin   83.7 kcal/mol
Strongest force on any atom   0.103 Eh/bohr



Record 3
The following is a quantum chemistry calculation of C5H8O in the gas phase at a distorted geometry, from the OMol25 dataset.

The geometry in ORCA input format:
```
! wB97M-V def2-TZVPD RIJCOSX def2/J DEFGRID3
* xyz 0 1
C 1.47 0.02 -0.11
C 0.42 0.39 0.85
C -0.78 1.02 0.14
C -1.43 -0.29 -0.21
O -0.59 -1.10 -1.03
C 0.67 -1.14 -0.55
H 1.82 0.78 -0.82
H 2.32 -0.43 0.42
H 0.64 0.68 1.88
H -0.52 1.71 -0.68
H -1.48 1.54 0.81
H -2.42 -0.32 -0.69
H -1.22 -0.72 0.80
H 1.12 -2.12 -0.80
*
```

Frontier orbital gap (spin up / spin down)   8.40 / 7.93 eV
ΔE to the lowest compared entry with this formula, charge and spin   107.1 kcal/mol
Strongest force on any atom   0.037 Eh/bohr



Record 4
The following is a quantum chemistry calculation of 2 unconnected molecules or ions with the total composition C7H15NS at a distorted geometry, from the OMol25 dataset.

The geometry in ORCA input format:
```
! wB97M-V def2-TZVPD RIJCOSX def2/J DEFGRID3
* xyz 0 1
C -2.70 -0.09 0.01
C -4.05 0.06 -0.29
C 2.44 -1.02 -0.05
C 0.88 0.62 -1.01
C 1.73 1.12 1.17
C 0.23 -0.86 0.98
C 1.35 -0.02 0.28
N -1.93 0.70 0.62
S -0.41 -2.22 0.24
H -2.22 -0.98 -0.45
H -4.69 0.86 0.26
H -4.23 0.14 -1.44
H -4.70 -0.90 -0.06
H 2.16 -1.82 -0.85
H 3.32 -0.43 -0.34
H 2.75 -1.65 0.82
H 0.04 1.32 -0.99
H 1.76 1.17 -1.40
H 0.59 -0.10 -1.84
H 2.49 1.78 0.60
H 2.02 0.76 2.14
H 0.77 1.45 1.54
H 0.13 -0.82 2.04
H -0.20 -1.78 -0.95
*
```

Frontier orbital gap (spin up / spin down)   9.55 / 7.34 eV
ΔE to the lowest compared entry with this formula, charge and spin   67.4 kcal/mol
Strongest force on any atom   0.142 Eh/bohr



Record 5
The following is a quantum chemistry calculation of a molecular structure, C2H2Br6 at a distorted geometry, from the OMol25 dataset.

The geometry in ORCA input format:
```
! wB97M-V def2-TZVPD RIJCOSX def2/J DEFGRID3
* xyz 0 1
C 2.01 3.99 1.12
Br 1.16 2.16 0.88
Br 3.91 4.06 0.44
Br 1.84 4.59 2.96
H 1.47 4.70 0.50
C -2.10 -3.77 -1.17
Br -3.56 -4.80 -2.03
Br -0.51 -4.02 -2.29
Br -1.81 -4.20 0.76
H -2.41 -2.72 -1.17
*
```

Frontier orbital gap   9.78 eV
ΔE to the lowest compared entry with this formula, charge and spin   11.3 kcal/mol
Strongest force on any atom   0.035 Eh/bohr



Record 6
The following is a quantum chemistry calculation of C6H16N2O2 in the gas phase at a distorted geometry, from the OMol25 dataset.

The geometry in ORCA input format:
```
! wB97M-V def2-TZVPD RIJCOSX def2/J DEFGRID3
* xyz 0 1
C -1.69 0.70 0.97
C -0.97 0.10 -0.24
C -1.25 0.98 -1.47
N -1.61 -1.17 -0.51
C 0.58 0.00 0.03
C 1.24 1.38 0.05
C 1.31 -0.87 -1.00
N 0.74 -0.53 1.40
O 2.12 -0.55 1.76
O 0.27 -1.84 1.54
H -2.76 0.73 0.75
H -1.53 0.08 1.84
H -1.35 1.71 1.18
H -1.03 2.02 -1.28
H -0.68 0.65 -2.34
H -2.31 0.89 -1.71
H -1.50 -1.80 0.28
H -1.25 -1.61 -1.34
H 1.18 1.84 -0.93
H 2.29 1.29 0.31
H 0.76 2.03 0.78
H 1.30 -0.40 -1.97
H 0.86 -1.86 -1.10
H 2.35 -1.00 -0.69
H 2.14 -0.32 2.69
H 0.79 -2.44 0.98
*
```

Frontier orbital gap   9.74 eV
SMILES   CC(C)(N)C(C)(C)N(O)O
ΔE to the lowest compared entry with this formula, charge and spin   90.1 kcal/mol
Strongest force on any atom   0.021 Eh/bohr